a.
27
Properties=species:S:1:pos:R:3:lowdin_charge:R:1 method="wB97M-V/def2-TZVPD" mol_weight_g_mol=245.16 charge=-1 e_homo_ev=-4.336
O 0.91863 0.23468 -0.56871 -0.3079
O 2.27006 0.82204 -2.48760 -0.3257
H -0.73126 1.33572 -1.66762 -0.2840
H -0.69165 2.35606 1.87612 0.0936
H -1.40270 -2.28124 0.11800 0.0370
O 2.31693 0.64041 0.92844 -0.0549
H -0.15668 -2.78980 -0.57533 0.0689
Na -0.37904 0.00767 0.35004 0.0917
H 1.24255 -0.79103 -0.71846 -0.2561
O -0.50872 -1.05777 1.87476 -0.0296
H -2.39337 -1.06093 0.83289 0.0303
O -0.04702 1.35204 -2.52070 -0.1901
O -0.54913 1.44178 1.63113 -0.0097
H -0.13162 1.05006 2.39824 0.0686
O -0.69348 -2.00534 -0.46261 -0.0414
H -0.13614 -1.92563 1.71910 0.0964
S 1.14065 1.21887 -1.64616 0.4195
H -1.32237 -1.22755 2.34950 0.0810
H -2.14742 0.89304 -1.36695 0.0560
H 1.66916 0.65770 0.22395 -0.2088
H 2.13264 -1.71952 -1.51693 0.0429
H 3.16136 0.62954 0.47782 0.0351
O 1.48427 2.48449 -1.04280 -0.2832
O -2.43554 -0.19208 0.43343 -0.0450
O -1.36397 1.25599 -0.95379 -0.0992
H -2.71172 0.38591 1.14468 0.0760
O 1.46559 -1.71512 -0.83047 -0.0615


b.
27
Properties=species:S:1:pos:R:3:lowdin_charge:R:1 method="wB97M-V/def2-TZVPD" mol_weight_g_mol=245.16 charge=-1 e_homo_ev=-4.502
H -0.78630 -3.74308 -0.29183 0.0098
H -0.51754 -2.60403 0.70630 -0.0106
O 2.36298 -0.60753 -1.02002 -0.0562
O -2.01028 1.89484 0.04751 -0.0370
H -0.06833 -0.58463 -3.38261 0.0547
O 2.59423 0.83919 1.24243 -0.1116
H -2.75710 -1.74004 -1.33557 0.0201
O -1.40383 -0.09867 3.57851 -0.3821
O 0.14259 0.50472 1.80282 -0.4370
H -2.92534 1.99242 -0.22287 0.0447
H 3.17018 -0.67833 -1.53281 0.0311
O -0.07310 -3.21132 0.06936 -0.0875
O -2.66044 -0.86877 -0.94519 -0.0951
H -2.01895 1.76521 1.00498 0.0505
O -1.52653 -1.20221 1.39929 -0.4365
O 0.97554 2.50323 -0.74026 -0.0269
H 1.66395 0.63429 1.60123 0.0007
H 0.66629 0.75503 -3.36247 0.0429
H 1.91082 2.55244 -0.95490 0.0456
S -0.62201 -0.63344 2.46507 0.3183
H 0.56480 3.29941 -1.08648 0.0503
O -0.09630 0.29686 -3.00003 -0.0305
H 2.91618 1.57487 1.76431 0.0389
O 0.33715 -1.67775 2.85587 -0.3737
H -2.37516 -1.02324 -0.00449 -0.0120
H 2.63602 -0.18028 -0.17973 0.0037
Na -0.09950 0.24081 -0.47840 0.3855


Most stable of them? b.


a.
22
Properties=species:S:1:pos:R:3:lowdin_charge:R:1 method="wB97M-V/def2-TZVPD" smiles="CCCC=O.O.O.O" mol_weight_g_mol=126.15 charge=0 e_homo_ev=-9.784
H -1.23964 2.14839 -0.89758 0.1181
C 2.39983 3.82106 -3.37996 -0.1090
H -0.32573 3.56368 -2.51576 0.1224
O -0.33068 -5.79313 1.52693 -0.0658
H 2.22297 2.98273 -4.05003 0.0633
O 0.55412 -3.52182 2.72267 -0.0695
H 1.32540 -4.04504 2.48461 0.0360
H 0.51919 1.95915 -2.72322 0.1179
C 0.42334 2.85539 -2.12485 -0.1824
H 3.45872 4.06781 -3.32699 0.0701
O 0.45416 2.57464 0.22475 0.0582
H -4.66005 -3.58293 3.30740 0.0299
O -4.24512 -3.18876 2.53532 -0.0581
H 1.96970 4.35258 -1.39816 0.1132
H 1.83547 4.66686 -3.77691 0.0716
C 1.79767 3.45713 -2.01536 -0.2941
H -0.73528 -6.06303 2.35377 0.0347
H 2.41937 2.84867 -1.34816 0.1084
H -0.63306 -4.91845 1.27976 0.0203
C -0.21226 2.53290 -0.77075 -0.2576
H -4.86822 -3.27532 1.80948 0.0293
H 0.86876 -2.77101 3.24323 0.0432


b.
22
Properties=species:S:1:pos:R:3:lowdin_charge:R:1 method="wB97M-V/def2-TZVPD" smiles=C[C@H](O)CCO.O.O mol_weight_g_mol=126.15 charge=0 e_homo_ev=-9.717
H -0.31859 3.12501 -1.70907 0.0643
C 0.32220 0.47690 -0.23921 -0.1875
H 0.10340 0.85360 0.81001 0.1399
H 1.80065 1.77636 -1.41263 0.1628
H 1.00213 -1.54042 2.94860 0.1117
H -1.95907 2.92092 -1.25214 0.1124
H 0.25191 -0.59940 -0.22115 0.0962
H 2.31028 1.19571 0.29387 0.1192
C 1.71472 0.87501 -0.61464 -0.2631
C -0.92432 2.53974 -1.05415 -0.0693
C -0.73733 1.12064 -1.08545 -0.4845
O 0.01324 -1.83175 3.03699 -0.1199
H -0.43858 2.89483 -0.10703 0.1042
H -0.58460 0.72384 -2.15027 0.1669
H -0.10005 -2.76470 1.31672 0.0496
O -0.91685 -2.67800 0.70194 -0.1705
H 2.99500 -0.06410 -1.73470 0.0802
H -1.69374 -0.46133 -0.33247 0.0785
O -1.96152 0.45539 -0.63825 -0.0806
O 2.43401 -0.30572 -0.98967 -0.0851
H -0.50423 -1.03350 3.31258 0.0689
H -1.66723 -2.21992 1.31026 0.1059


Most stable of them? a.